C43H57N6O2P2SSi2Ta | ωB97M-V/def2-TZVPD

Geometry as XYZ:
```
114
Properties=species:S:1:pos:R:3:lowdin_charge:R:1
Ta 0.03 0.84 -0.20 1.7838
C 2.75 3.49 0.22 -0.1700
C 1.41 4.20 0.41 -0.1705
N 0.37 3.65 -0.45 -0.1175
C 0.34 4.13 -1.84 -0.2409
C 1.36 3.46 -2.76 -0.3701
S 1.56 1.66 -2.54 0.9321
C 3.33 1.57 -2.09 -0.3841
C 3.56 1.34 -0.60 -0.2746
N 2.57 2.04 0.22 -0.1171
H 3.21 3.80 -0.72 0.1079
H 3.42 3.82 1.03 0.1384
H 1.08 4.04 1.44 0.0855
H 1.56 5.27 0.25 0.1376
H -0.52 3.94 -0.06 0.0828
H -0.66 3.94 -2.23 0.0981
H 0.52 5.21 -1.88 0.1382
H 1.04 3.60 -3.79 0.0906
H 2.35 3.91 -2.65 0.0724
H 3.76 0.75 -2.66 0.0734
H 3.79 2.49 -2.45 0.0824
H 3.46 0.28 -0.39 0.0628
H 4.59 1.64 -0.36 0.1389
H 2.64 1.69 1.17 0.0706
C -1.81 -3.24 -3.00 -0.1549
Si -1.84 -1.43 -2.47 0.4456
C -3.64 -1.16 -1.93 -0.1608
C -1.25 -0.46 -3.98 -0.1578
N -0.71 -0.99 -1.14 -0.3582
P 0.46 -2.00 -0.56 0.7300
C 1.42 -0.87 0.35 -0.4723
P 0.94 -0.60 2.01 0.7515
N 0.23 0.91 1.81 -0.4089
Si -0.37 1.95 3.14 0.4430
C -1.63 3.15 2.39 -0.1638
C 1.12 2.93 3.79 -0.1594
C -1.31 1.07 4.51 -0.1473
C -0.21 -1.66 2.89 -0.3160
C 0.27 -2.59 3.80 -0.0725
C -0.63 -3.36 4.53 -0.0443
C -1.99 -3.20 4.34 -0.0426
C -2.47 -2.29 3.40 -0.0614
C -1.58 -1.52 2.67 -0.1199
C 2.38 -0.37 3.09 -0.3014
C 3.64 -0.30 2.50 -0.0937
C 4.75 0.07 3.24 -0.0515
C 4.60 0.38 4.59 -0.0455
C 3.36 0.27 5.19 -0.0505
C 2.25 -0.11 4.45 -0.0980
C 1.45 -2.64 -1.94 -0.2822
C 2.26 -1.71 -2.59 -0.1050
C 2.92 -2.04 -3.76 -0.0563
C 2.78 -3.32 -4.29 -0.0504
C 2.01 -4.26 -3.62 -0.0507
C 1.35 -3.93 -2.45 -0.0856
C -0.20 -3.48 0.24 -0.3240
C -1.56 -3.73 0.37 -0.1041
C -1.98 -4.94 0.89 -0.0525
C -1.06 -5.89 1.29 -0.0467
C 0.30 -5.62 1.20 -0.0536
C 0.74 -4.42 0.68 -0.0924
H -2.69 -3.40 -3.62 0.0534
H -0.94 -3.46 -3.61 0.0219
H -1.85 -3.95 -2.17 0.0231
H -4.15 -0.49 -2.63 0.0319
H -4.16 -2.12 -1.99 0.0396
H -3.78 -0.77 -0.93 0.0128
H -2.08 -0.17 -4.64 0.0408
H -0.70 0.43 -3.71 -0.0349
H -0.58 -1.10 -4.57 0.0391
H -1.35 3.53 1.41 -0.0102
H -2.60 2.67 2.29 0.0352
H -1.74 4.01 3.05 0.0534
H 2.05 2.71 3.26 0.0191
H 0.94 4.00 3.73 0.0384
H 1.29 2.70 4.84 0.0381
H -2.22 0.62 4.13 0.0347
H -0.75 0.29 5.02 0.0238
H -1.60 1.82 5.25 0.0547
H 1.34 -2.70 3.95 0.1152
H -0.26 -4.07 5.25 0.1178
H -2.69 -3.79 4.92 0.1181
H -3.53 -2.18 3.25 0.1201
H -1.95 -0.79 1.96 0.0873
H 3.74 -0.58 1.45 0.0817
H 5.72 0.12 2.77 0.1148
H 5.46 0.69 5.17 0.1181
H 3.25 0.49 6.25 0.1202
H 1.30 -0.22 4.95 0.0951
H 2.36 -0.72 -2.15 0.0187
H 3.53 -1.31 -4.27 0.1100
H 3.27 -3.57 -5.21 0.1167
H 1.92 -5.26 -4.03 0.1184
H 0.75 -4.67 -1.94 0.1094
H -2.28 -2.98 0.04 0.0970
H -3.04 -5.15 0.97 0.1184
H -1.40 -6.85 1.66 0.1168
H 1.02 -6.36 1.53 0.1163
H 1.79 -4.20 0.58 0.1216
O -2.15 0.97 0.39 -0.2501
N -3.00 1.39 -0.48 0.0313
N -2.51 1.77 -1.57 -0.1616
O -1.20 1.72 -1.79 -0.3287
C -3.35 2.28 -2.60 -0.1777
C -2.79 2.60 -3.83 -0.0241
C -3.60 3.11 -4.84 -0.0463
C -4.95 3.30 -4.61 -0.0470
C -5.51 2.97 -3.38 -0.0461
C -4.71 2.47 -2.37 -0.0086
H -1.74 2.43 -4.00 0.1018
H -3.16 3.36 -5.79 0.1179
H -5.58 3.69 -5.40 0.1185
H -6.56 3.13 -3.21 0.1193
H -5.14 2.22 -1.40 0.1183
```

As for the spin multiplicity: 1. The calculation puts the energy above the lowest of the compared OMol25 structures with the same formula, charge and spin at 117.2 kJ/mol. Its HOMO energy is -13.42 eV. Its net charge is +2.